C79H180N8O15 | the ωB97M-V functional and the def2-TZVPD basis

```
282
Properties=species:S:1:pos:R:3:forces:R:3
C 4.925 -0.604 -5.463 -2.53 0.51 0.53
C 5.505 -1.194 -4.206 1.27 -0.85 0.70
C 6.978 -0.838 -4.024 1.08 -0.75 0.48
C 7.572 -1.195 -2.634 -0.67 -0.02 -1.00
C 6.751 -0.507 -1.592 -0.30 0.01 0.61
C 5.257 -0.885 -1.626 0.23 0.22 -0.97
N 4.765 -0.568 -3.033 1.02 -0.01 0.42
O 3.396 -0.858 -3.064 -0.25 1.21 -0.64
C 4.910 -2.310 -1.099 0.25 -0.17 1.37
C 4.482 -0.003 -0.666 -0.41 1.04 0.49
C 5.449 -2.718 -4.274 -0.96 -0.58 -0.29
H 4.839 0.471 -5.336 -0.07 0.22 0.10
H 3.885 -1.012 -5.438 0.47 0.59 -0.49
H 5.270 -0.714 -6.477 0.99 -0.86 0.01
H 7.639 -1.285 -4.798 -0.78 0.08 0.18
H 7.083 0.216 -4.130 0.09 1.10 -0.15
H 8.612 -0.917 -2.637 0.44 0.43 0.21
H 7.580 -2.246 -2.426 -0.12 -0.86 -0.20
H 6.878 0.563 -1.749 -0.43 0.27 0.08
H 7.089 -0.697 -0.578 0.23 -0.14 0.21
H 5.022 -2.191 0.004 -0.04 -0.28 -0.62
H 3.858 -2.634 -1.203 0.32 0.65 -0.23
H 5.498 -3.197 -1.324 0.39 0.31 -0.55
H 4.813 -0.072 0.383 0.48 0.02 -0.47
H 4.379 1.082 -0.910 0.34 -0.82 -0.18
H 3.500 -0.427 -0.636 -0.87 0.11 0.01
H 5.892 -3.263 -3.464 0.75 0.09 0.46
H 5.878 -3.069 -5.210 0.27 0.12 -0.06
H 4.454 -3.154 -4.285 -0.65 0.31 -0.16
H 3.350 -1.795 -3.000 -0.46 -1.67 0.10
C -0.938 -4.832 -3.435 -0.52 -0.71 -0.52
C 0.363 -4.779 -2.683 -0.64 -0.17 1.09
C -0.062 -4.840 -1.170 0.02 1.65 -1.08
C 1.070 -5.088 -0.204 0.66 0.18 -0.71
C 1.740 -6.386 -0.629 0.31 -0.20 -1.51
C 2.272 -6.310 -2.112 -0.44 -0.23 0.36
N 1.112 -5.941 -2.970 1.04 -1.69 -0.24
O 1.604 -5.790 -4.313 -0.30 -0.37 -0.22
C 3.510 -5.423 -2.217 0.10 0.34 -0.80
C 2.683 -7.666 -2.708 1.35 0.14 0.52
C 1.160 -3.565 -3.006 -0.26 2.96 0.47
H -0.856 -4.556 -4.477 0.16 0.19 -0.36
H -1.698 -4.226 -2.967 -0.19 0.37 0.15
H -1.297 -5.867 -3.406 -0.04 0.11 0.00
H -0.572 -3.869 -1.065 0.35 0.06 0.52
H -0.882 -5.527 -1.020 -0.01 -0.72 -0.18
H 0.667 -5.207 0.775 -0.23 0.02 0.98
H 1.787 -4.238 -0.178 -0.34 -0.45 -0.02
H 1.000 -7.178 -0.601 -0.31 -0.24 0.00
H 2.548 -6.728 0.001 0.39 0.19 0.32
H 4.349 -5.935 -1.732 -0.06 0.21 -0.21
H 3.700 -5.263 -3.292 0.30 -0.37 0.33
H 3.431 -4.406 -1.852 -0.12 -0.27 0.58
H 3.206 -7.486 -3.670 -0.30 -0.26 0.63
H 3.340 -8.264 -2.049 -0.08 0.48 -0.16
H 1.820 -8.255 -2.876 -0.98 -0.63 -0.28
H 0.470 -2.706 -2.896 0.36 -0.20 -0.10
H 1.627 -3.424 -4.004 -0.39 -0.76 0.57
H 1.906 -3.398 -2.224 0.06 0.07 -0.22
H 1.115 -6.473 -4.790 0.17 0.12 0.02
C 0.716 5.818 2.820 0.43 0.77 0.20
C 1.977 6.364 3.525 1.22 -1.22 -1.41
C 2.345 7.800 3.130 -0.63 -0.42 -0.28
C 1.558 8.823 3.912 0.51 -0.42 0.42
C 1.729 8.536 5.402 -1.15 -0.16 0.81
C 1.335 7.111 5.867 -0.90 0.68 -0.40
N 2.004 6.203 4.963 0.74 0.44 0.03
O 1.739 4.880 5.301 -0.71 -0.66 -0.02
C 1.931 6.851 7.236 0.67 -0.94 0.62
C -0.200 6.882 5.927 -0.27 -0.34 0.39
C 3.164 5.503 2.998 -0.77 -1.23 1.90
H 0.852 5.909 1.751 0.09 -0.09 -0.34
H -0.074 6.484 3.089 -1.06 0.12 0.06
H 0.477 4.775 3.046 0.10 0.23 0.16
H 3.409 7.921 3.333 0.06 0.10 0.06
H 2.202 7.910 2.039 0.06 -0.05 0.44
H 0.528 8.884 3.587 -0.45 -0.25 0.13
H 1.978 9.778 3.692 0.26 0.97 -0.06
H 1.148 9.253 6.010 0.20 -0.19 -0.19
H 2.752 8.602 5.737 0.61 0.46 -0.34
H 1.775 5.822 7.585 -0.11 0.07 -0.46
H 3.028 6.972 7.243 -0.45 0.23 -0.15
H 1.491 7.431 8.021 -0.25 0.84 0.29
H -0.748 7.471 6.669 0.53 0.16 0.17
H -0.756 7.053 5.013 0.27 0.15 -0.49
H -0.401 5.837 6.189 0.01 0.29 0.06
H 2.837 4.427 2.982 0.61 0.90 -0.15
H 3.985 5.628 3.713 -0.07 -0.23 -0.07
H 3.528 5.825 2.064 0.10 0.31 -1.46
H 0.771 4.781 5.165 0.42 -0.46 0.12
C 1.464 -4.195 4.547 0.05 1.60 -0.12
C 1.561 -3.431 5.912 -0.13 -1.79 0.94
C 2.733 -2.399 5.923 -1.29 -0.41 -0.21
C 2.638 -1.406 7.088 0.98 -0.30 -0.99
C 1.325 -0.674 7.067 -0.92 -0.89 0.78
C 0.137 -1.683 7.146 1.03 -0.76 1.65
N 0.301 -2.687 6.102 0.18 0.04 -1.17
O -0.836 -3.569 6.086 0.45 0.22 -0.05
C 0.031 -2.317 8.591 0.14 -0.76 -0.22
C -1.138 -0.993 6.883 -1.96 0.93 -0.39
C 1.823 -4.517 7.034 0.64 1.11 -0.55
H 2.367 -4.747 4.243 -0.13 0.42 0.34
H 1.239 -3.388 3.825 0.33 -0.42 -0.16
H 0.625 -4.873 4.481 -0.19 -0.24 0.43
H 3.681 -2.947 5.891 -0.13 0.19 0.00
H 2.605 -1.816 5.003 0.30 -0.12 0.04
H 3.504 -0.752 6.991 -0.08 0.41 -0.03
H 2.799 -1.885 8.044 -0.19 -0.32 0.30
H 1.133 -0.016 6.221 0.43 -0.09 -0.09
H 1.275 -0.092 7.982 -0.21 0.42 0.08
H -0.311 -1.659 9.370 -0.46 0.86 -0.02
H -0.648 -3.196 8.639 0.37 0.53 -0.44
H 0.983 -2.651 8.993 0.25 -0.10 -0.24
H -2.001 -1.589 7.189 0.08 -0.06 -0.01
H -1.261 -0.028 7.364 0.36 0.10 0.57
H -1.288 -0.751 5.836 0.19 -0.18 -0.45
H 1.890 -4.016 7.998 0.39 -0.25 -0.04
H 2.771 -4.995 6.760 -0.02 0.06 0.36
H 1.099 -5.303 7.149 -0.66 -0.13 -0.37
H -1.322 -3.270 5.301 0.16 -0.17 0.28
C -0.935 -0.959 -4.608 -0.33 0.15 -0.23
C -0.298 -0.176 -5.785 -0.68 -0.35 -0.55
C 1.011 -0.860 -6.229 0.22 1.01 -0.20
C 0.781 -2.196 -6.878 -1.60 -0.28 -0.42
C -0.188 -2.074 -8.093 0.32 -0.18 -0.14
C -1.530 -1.325 -7.792 2.31 -0.32 -0.58
N -1.241 -0.152 -6.946 1.22 -0.28 -1.39
O -2.472 0.400 -6.618 -1.08 0.89 0.56
C -2.046 -0.822 -9.139 -0.43 0.99 0.15
C -2.566 -2.245 -7.237 -0.72 -0.17 0.72
C -0.077 1.317 -5.494 -1.63 0.24 0.87
H -1.937 -0.558 -4.394 0.39 -0.07 0.07
H -0.329 -0.876 -3.714 0.03 0.13 0.09
H -1.070 -2.044 -4.805 0.22 0.76 -0.06
H 1.578 -0.147 -6.890 -0.40 -0.71 0.55
H 1.570 -1.040 -5.308 0.29 0.35 -0.01
H 0.325 -2.837 -6.112 -0.12 -0.09 -0.19
H 1.689 -2.713 -7.131 0.54 0.01 -0.36
H -0.475 -3.067 -8.490 0.16 0.28 0.36
H 0.324 -1.600 -8.963 -0.17 0.05 0.74
H -2.136 -1.615 -9.864 0.03 -0.53 -0.16
H -3.074 -0.451 -8.965 0.46 0.17 -0.42
H -1.386 -0.052 -9.593 -0.48 -0.30 0.49
H -2.304 -2.718 -6.280 0.22 -0.34 -0.59
H -3.392 -1.595 -6.953 -0.48 -0.32 -0.27
H -2.861 -2.947 -8.036 -0.04 0.03 0.68
H 0.415 1.542 -4.561 0.52 -0.35 0.39
H -1.103 1.736 -5.325 0.83 -0.07 -0.31
H 0.408 1.900 -6.277 -0.03 -0.41 -0.22
H -2.689 1.077 -7.281 0.46 -0.25 0.25
C -4.110 -2.378 -3.800 -0.73 -0.87 -1.18
C -4.638 -2.026 -2.420 0.12 2.19 -0.17
C -5.993 -1.242 -2.404 0.56 -0.63 -0.68
C -7.139 -2.172 -2.735 -0.41 -0.41 -0.37
C -7.152 -3.319 -1.755 1.00 -0.60 -0.76
C -5.804 -4.086 -1.778 -1.08 -1.26 1.23
N -4.813 -3.106 -1.504 0.31 0.91 0.60
O -3.557 -3.680 -1.345 1.30 -1.22 0.47
C -5.863 -4.980 -0.484 -0.46 0.41 -0.16
C -5.603 -5.023 -3.011 -1.77 -0.32 0.14
C -3.595 -1.028 -1.860 -0.09 -1.01 0.98
H -3.168 -2.966 -3.789 -0.44 0.55 0.28
H -3.958 -1.425 -4.332 -0.06 -0.59 -0.01
H -4.832 -3.024 -4.359 0.56 0.84 0.16
H -6.057 -0.810 -1.415 -0.38 -0.02 0.44
H -5.963 -0.408 -3.085 0.25 0.28 -0.47
H -7.011 -2.596 -3.773 -0.22 0.58 0.87
H -8.140 -1.728 -2.657 0.32 0.39 -0.38
H -7.893 -4.031 -2.067 -0.68 -0.41 0.12
H -7.349 -2.978 -0.734 0.01 -0.02 -0.12
H -5.948 -4.356 0.429 -0.12 -0.06 -0.60
H -6.747 -5.638 -0.530 0.44 0.12 0.03
H -4.964 -5.556 -0.343 0.26 -0.52 -0.21
H -4.631 -5.455 -3.088 0.95 -0.11 0.29
H -6.304 -5.883 -2.868 0.46 0.59 -0.16
H -5.825 -4.614 -4.009 -0.12 0.13 0.57
H -3.809 -0.859 -0.776 0.28 0.13 -1.19
H -3.649 -0.142 -2.487 0.08 0.33 0.19
H -2.582 -1.460 -1.914 -0.33 0.24 -0.08
H -3.457 -3.809 -0.390 0.01 0.17 -0.27
C -6.463 3.505 -1.017 0.42 1.02 -0.64
C -6.297 3.083 0.390 0.36 -0.19 2.24
C -7.696 2.759 0.884 -0.09 0.64 -0.06
C -7.714 2.178 2.260 0.49 -0.67 0.43
C -6.844 0.918 2.326 1.81 0.73 -0.25
C -5.377 1.155 1.758 -0.19 0.83 0.46
N -5.542 1.849 0.468 -0.34 -0.58 -0.10
O -4.262 2.133 -0.046 0.58 -0.42 -0.82
C -4.490 1.995 2.814 -1.41 -0.48 -0.79
C -4.619 -0.144 1.370 0.11 1.11 1.40
C -5.569 4.231 1.172 -1.27 0.70 -1.53
H -5.515 3.979 -1.312 -0.47 -0.20 -0.58
H -7.261 4.257 -0.973 0.25 0.02 -0.54
H -6.773 2.679 -1.662 0.21 0.11 -0.01
H -8.269 3.693 0.896 -0.06 -0.10 -0.19
H -8.115 2.101 0.116 -0.25 -0.12 0.28
H -8.734 1.954 2.557 -0.17 -0.10 0.18
H -7.328 2.930 2.950 -0.06 0.00 0.15
H -7.292 0.124 1.773 -0.40 -0.66 -0.63
H -6.691 0.551 3.329 -0.20 -0.05 0.55
H -5.097 2.744 3.333 0.01 -0.42 0.11
H -4.105 1.293 3.535 0.30 -0.21 0.35
H -3.684 2.549 2.341 0.08 -0.30 -0.19
H -5.059 -0.574 0.486 -0.32 -0.36 0.08
H -3.597 0.179 1.155 -0.06 -0.28 -0.15
H -4.541 -0.838 2.214 -0.29 -0.07 -0.18
H -4.557 4.322 0.791 0.05 0.13 -0.17
H -5.499 4.185 2.233 -0.34 -0.27 0.62
H -6.154 5.135 0.909 0.56 -0.10 0.23
H -4.223 1.514 -0.795 0.36 0.30 0.17
C -1.281 1.130 -0.505 -0.77 0.29 1.12
C 0.111 0.560 -0.239 0.83 0.39 0.43
C 1.205 1.644 -0.290 -0.37 0.64 -0.14
C 1.120 2.589 0.905 0.27 0.55 -0.61
C 1.219 1.800 2.193 0.21 0.61 0.10
C 0.202 0.691 2.324 -1.20 -0.76 0.47
N 0.253 -0.099 1.094 1.39 1.26 -0.79
O -0.584 -1.184 1.120 -1.74 -0.79 0.52
C 0.556 -0.236 3.486 0.86 -0.02 -0.14
C -1.203 1.189 2.729 -0.18 0.88 -1.38
C 0.447 -0.528 -1.223 -1.09 -1.28 -0.07
H -1.370 1.658 -1.437 0.25 0.10 -0.75
H -1.636 1.855 0.255 0.54 -0.34 -0.51
H -2.054 0.358 -0.489 0.34 -0.10 -0.08
H 2.214 1.231 -0.304 -0.20 -0.38 0.09
H 1.134 2.217 -1.229 -0.19 -0.25 0.23
H 0.221 3.223 0.880 0.00 -0.27 -0.04
H 1.969 3.296 0.818 -0.33 -0.25 0.22
H 1.073 2.501 3.024 0.28 -0.22 0.22
H 2.228 1.375 2.214 -0.03 -0.05 0.30
H -0.018 -1.144 3.627 -0.23 -0.20 -0.62
H 1.611 -0.485 3.450 0.26 -0.28 -0.05
H 0.384 0.269 4.411 0.09 0.68 0.62
H -1.852 0.307 2.705 -0.17 0.33 0.09
H -1.134 1.582 3.748 -0.25 0.02 -0.17
H -1.612 1.976 2.019 0.45 -0.93 1.18
H -0.404 -1.210 -1.365 0.09 0.01 0.38
H 1.284 -1.129 -0.920 0.50 -0.21 0.49
H 0.661 -0.267 -2.220 0.45 1.27 -1.11
H -0.007 -1.938 1.188 0.34 -0.49 0.02
C 4.777 -1.356 3.021 -0.61 -1.02 0.27
O 5.783 -0.435 2.891 1.30 1.52 -0.19
H 4.447 -1.611 2.022 -0.32 -0.37 -0.26
H 5.162 -2.263 3.515 -0.31 0.07 -0.05
H 3.909 -0.988 3.569 0.03 0.06 0.10
H 5.649 0.309 3.492 -0.16 -0.27 0.15
C 5.099 4.298 -0.669 1.56 -0.36 -0.04
O 3.919 3.856 -1.241 -1.40 -0.12 -0.24
H 4.917 4.790 0.287 -0.11 -0.26 -0.02
H 5.788 3.438 -0.569 -0.14 0.29 0.51
H 5.644 4.990 -1.308 -0.09 0.40 -0.16
H 4.116 3.390 -2.070 0.23 -0.20 -0.17
C -0.778 2.739 6.183 1.65 -0.30 -0.21
O -0.962 3.850 5.331 0.47 0.32 0.25
H -0.602 3.179 7.160 -0.16 -0.34 0.23
H -1.556 2.020 6.167 -1.38 -0.26 0.20
H 0.105 2.084 5.937 -0.24 0.97 -0.10
H -1.486 3.694 4.556 -0.39 -0.59 -0.50
C 3.446 1.644 5.354 0.44 -1.83 -0.44
O 4.821 1.159 5.277 -0.10 0.93 -0.20
H 2.835 0.766 5.129 0.20 -0.24 0.24
H 3.167 1.947 6.349 0.12 0.60 0.26
H 3.137 2.289 4.556 0.39 1.11 -0.14
H 5.475 1.892 5.297 -0.95 -0.43 0.13
C 3.049 2.374 -4.099 -0.25 1.03 0.22
O 4.383 2.347 -3.619 0.21 1.62 -0.08
H 2.680 3.469 -4.102 0.51 -1.83 0.02
H 2.989 1.930 -5.088 -0.06 0.18 -0.40
H 2.470 1.729 -3.448 -0.65 0.17 0.20
H 4.610 1.455 -3.377 0.18 -1.25 0.26
C 0.486 4.555 -2.448 -0.09 0.56 -0.37
O 1.722 5.219 -2.359 0.36 0.01 0.02
H 0.086 4.261 -1.495 -0.52 0.55 0.85
H -0.195 5.203 -3.041 0.29 -0.42 0.65
H 0.531 3.599 -2.925 0.36 -0.73 -1.00
H 2.407 4.708 -1.876 -0.47 0.14 -0.11
C -4.232 2.261 -4.272 -0.31 -0.28 0.50
O -4.311 0.901 -4.640 -0.91 -0.11 0.45
H -3.189 2.507 -4.093 0.14 0.49 0.06
H -4.683 2.916 -5.025 0.17 0.04 0.06
H -4.797 2.375 -3.328 0.27 0.09 -0.40
H -3.566 0.677 -5.190 0.54 -0.12 -0.59
```
Positions in Å, forces in eV/Å.

- Kohn-Sham gap (eV) = 8.401
- HOMO level (eV) = -8.15
- E_tot (hartree) = -4684.1976
- strongest force on any atom (eV Å⁻¹) = 3.0
- LUMO (Ha) = 0.00908